No. 1
Below is a cluster of 2 separate species, C5H7FN in total in a non-equilibrium geometry, with properties calculated with ωB97M-V/def2-TZVPD.

Summary:
Highest occupied orbital energy in eV: -13.7439
ΔE to the lowest compared entry with this formula, charge and spin in kcal/mol: 117.50
M in g mol⁻¹: 100.1
Frontier orbital gap in eV: 9.1

```
! wB97M-V def2-TZVPD RIJCOSX def2/J DEFGRID3
* xyz 1 1
C 1.513 -2.889 0.001
C 1.053 -1.831 -0.360
C -0.782 0.599 -0.938
C 0.240 0.862 0.876
C 0.654 0.331 -0.458
N -1.233 0.884 0.409
F 1.699 0.735 -1.165
H 1.250 -3.918 0.291
H -0.702 1.355 -1.795
H -1.292 -0.255 -1.391
H 0.323 0.265 1.757
H 0.744 1.874 1.088
H -1.696 1.769 0.778
H -1.770 0.221 0.907
*
```

How positive or negative is each atom? The natural (NBO) charges in e answer that: -0.30 -0.14 -0.33 -0.30 0.54 -0.52 -0.27 0.27 0.30 0.28 0.27 0.28 0.47 0.45

---

No. 2
Below is an isolated molecule of C5H7FS2 in a non-equilibrium geometry, with properties calculated with ωB97M-V/def2-TZVPD.

Summary:
Highest occupied orbital energy (spin up / spin down) in eV: -8.0842 / -7.9988
ΔE to the lowest compared entry with this formula, charge and spin in kcal/mol: 98.14
M in g mol⁻¹: 150.2
Frontier orbital gap (spin up / spin down) in eV: 7.6 / 7.7

```
! wB97M-V def2-TZVPD RIJCOSX def2/J DEFGRID3
* xyz 0 1
C 0.072 -2.240 -0.848
C -0.087 0.525 -0.378
C -0.074 -3.432 -0.324
C 0.121 2.800 0.622
C 0.262 1.995 -0.645
F -0.585 2.533 -1.616
S 0.960 -0.811 -0.730
S 0.158 -3.870 1.422
H -1.133 0.408 0.012
H -0.498 -4.182 -0.789
H 0.734 3.632 0.428
H 0.557 2.419 1.568
H -0.889 3.015 0.914
H 1.310 1.876 -1.161
H -0.907 -4.668 1.525
*
```

How positive or negative is each atom? The natural (NBO) charges in e answer that: -0.30 -0.46 -0.33 -0.66 0.16 -0.37 0.58 -0.03 0.22 0.20 0.22 0.23 0.23 0.17 0.13

---

No. 3
Below is a structure of composition C5H7FeO5 in a non-equilibrium geometry, with properties calculated with ωB97M-V/def2-TZVPD.

Summary:
Highest occupied orbital energy (spin up / spin down) in eV: -6.2791 / -9.0668
ΔE to the lowest compared entry with this formula, charge and spin in kcal/mol: 1.26
Expectation value of S²: 8.770
M in g mol⁻¹: 203.0
Frontier orbital gap (spin up / spin down) in eV: 6.6 / 9.3

```
! wB97M-V def2-TZVPD RIJCOSX def2/J DEFGRID3
* xyz 0 6
O -0.796 -0.222 -3.079
C -1.142 0.869 -3.363
O -1.306 1.894 -3.867
O 0.938 -2.168 -0.931
C 1.655 -2.124 0.190
C 1.149 -1.268 1.299
O 0.656 -0.044 0.701
C -0.337 0.695 1.408
C -1.021 1.595 0.380
O -1.373 0.870 -0.755
Fe -0.151 -0.572 -1.095
H 2.687 -2.496 0.184
H 1.929 -1.044 2.041
H 0.287 -1.726 1.826
H 0.123 1.275 2.223
H -1.065 -0.013 1.840
H -0.331 2.425 0.125
H -1.900 2.054 0.872
*
```

How positive or negative is each atom? The natural (NBO) charges in e answer that: -0.62 1.10 -0.45 -0.87 0.07 -0.16 -0.61 -0.10 -0.08 -0.96 1.49 0.15 0.19 0.17 0.18 0.17 0.15 0.17

---

No. 4
Below is a structure of composition C5H7GdLiO3 in a non-equilibrium geometry, with properties calculated with ωB97M-V/def2-TZVPD.

Summary:
Highest occupied orbital energy in eV: -22.8355
ΔE to the lowest compared entry with this formula, charge and spin in kcal/mol: 4.50
Expectation value of S²: 20.019
M in g mol⁻¹: 279.3
Frontier orbital gap in eV: 4.5

```
! wB97M-V def2-TZVPD RIJCOSX def2/J DEFGRID3
* xyz 4 9
C -3.734 -0.134 -0.770
C -4.067 -0.349 0.395
H -3.444 -0.472 -1.755
H -4.681 -0.819 1.149
H -1.675 -0.589 0.845
O -0.808 1.120 -0.633
Li -0.466 -2.757 -0.321
O -0.691 -0.852 0.385
C -0.138 0.173 -0.169
O 1.140 0.131 -0.402
C 2.088 0.052 0.624
C 3.458 0.409 0.226
H 1.866 -0.723 1.365
H 3.907 -0.397 -0.383
H 4.068 0.544 1.126
H 3.477 1.336 -0.364
Gd -0.300 3.327 -1.318
*
```

How positive or negative is each atom? The Mulliken charges in e answer that: -0.18 -0.50 0.41 0.42 0.24 -0.29 0.95 -0.40 1.27 -0.14 0.29 -0.92 0.43 0.40 0.39 0.36 1.26

---

No. 5
Below is the ion C5H7IN with charge +1 in a non-equilibrium geometry, with properties calculated with ωB97M-V/def2-TZVPD.

Summary:
Highest occupied orbital energy in eV: -13.8124
ΔE to the lowest compared entry with this formula, charge and spin in kcal/mol: 65.51
M in g mol⁻¹: 208.0
Frontier orbital gap in eV: 8.6

```
! wB97M-V def2-TZVPD RIJCOSX def2/J DEFGRID3
* xyz 1 1
C 0.261 2.369 -0.298
C -0.503 -1.612 -0.759
C -1.395 -1.249 0.373
C 1.032 0.214 0.632
C -0.132 -0.499 0.168
N 0.227 1.108 -0.100
I 3.071 -0.138 -0.062
H -0.373 2.957 -0.966
H 0.987 2.888 0.241
H 0.233 -2.412 -0.612
H -0.817 -1.549 -1.776
H -2.200 -0.730 0.091
H -1.571 -1.790 1.318
H 1.180 0.443 1.749
*
```

How positive or negative is each atom? The natural (NBO) charges in e answer that: 0.12 -0.41 -0.38 -0.21 0.21 -0.30 0.21 0.24 0.20 0.26 0.27 0.25 0.27 0.27

---

No. 6
Below is the ion C5H7IN3 with charge +1 in a non-equilibrium geometry, with properties calculated with ωB97M-V/def2-TZVPD.

Summary:
Highest occupied orbital energy in eV: -12.1050
M in g mol⁻¹: 236.0
Frontier orbital gap in eV: 7.8

```
! wB97M-V def2-TZVPD RIJCOSX def2/J DEFGRID3
* xyz 1 1
C 0.256 -0.994 0.296
C -0.196 -0.466 1.580
C 0.486 0.320 -0.756
C -1.402 1.318 0.342
C 0.397 -2.379 0.385
N -0.966 0.615 1.558
N -0.197 1.375 -0.512
N 1.555 0.178 -1.535
I 0.672 -3.783 -1.067
H -2.098 0.699 -0.326
H -1.595 2.242 0.669
H 0.483 -2.531 1.433
H -1.536 0.833 2.349
H -0.014 2.338 -0.850
H 2.118 -0.716 -1.603
H 2.038 0.951 -1.963
*
```

How positive or negative is each atom? The natural (NBO) charges in e answer that: -0.25 0.12 0.54 -0.06 -0.28 -0.56 -0.54 -0.73 0.32 0.23 0.22 0.27 0.42 0.44 0.45 0.42

---

No. 7
Below is a structure of composition C5H7LiO3 in a non-equilibrium geometry, with properties calculated with ωB97M-V/def2-TZVPD.

Summary:
Highest occupied orbital energy (spin up / spin down) in eV: -12.5525 / -12.6225
ΔE to the lowest compared entry with this formula, charge and spin in kcal/mol: 68.03
Expectation value of S²: 0.754
M in g mol⁻¹: 122.0
Frontier orbital gap (spin up / spin down) in eV: 8.2 / 8.0

```
! wB97M-V def2-TZVPD RIJCOSX def2/J DEFGRID3
* xyz 1 2
O 0.586 -0.320 0.974
C 0.189 0.727 0.260
O -0.412 1.586 1.034
Li 0.448 0.613 2.661
O -0.130 0.640 -0.937
C 0.800 -1.598 0.306
H -0.150 -1.923 -0.136
H 1.518 -1.411 -0.510
C 1.315 -2.546 1.311
H 2.084 -2.231 2.018
H 1.004 -3.590 1.280
C -1.616 1.886 -1.457
C -1.406 2.259 -2.660
H -1.221 2.103 0.246
H -2.444 1.268 -1.099
H -0.565 2.539 -3.290
*
```

How positive or negative is each atom? The natural (NBO) charges in e answer that: -0.61 0.98 -0.79 0.97 -0.57 -0.16 0.23 0.23 -0.29 0.18 0.22 -0.45 -0.03 0.56 0.28 0.24

---

No. 8
Below is an isolated molecule of C5H7N in a non-equilibrium geometry, with properties calculated with ωB97M-V/def2-TZVPD.

Summary:
Highest occupied orbital energy in eV: -8.6068
ΔE to the lowest compared entry with this formula, charge and spin in kcal/mol: 52.00
M in g mol⁻¹: 81.1
Frontier orbital gap in eV: 9.9

```
! wB97M-V def2-TZVPD RIJCOSX def2/J DEFGRID3
* xyz 0 1
C 1.234 -0.102 0.338
C 0.642 1.264 0.067
C 0.112 -1.077 -0.054
C -1.050 -0.237 -0.569
N -1.162 -1.095 0.557
C -0.590 1.194 -0.439
H 2.124 -0.272 -0.289
H 1.560 -0.210 1.379
H 1.173 2.186 0.298
H 0.402 -2.002 -0.552
H -1.640 -0.526 -1.440
H -1.623 -1.176 1.454
H -1.182 2.053 -0.749
*
```

How positive or negative is each atom? The natural (NBO) charges in e answer that: -0.47 -0.17 -0.04 -0.08 -0.66 -0.22 0.22 0.22 0.21 0.19 0.19 0.40 0.21

---

> What is the M in the first record?

100.1 g mol⁻¹

---

> Which of these has the lowest M?

C5H7N

---

> The highest M belongs to which entry?

C5H7GdLiO3